# C8H24FInO8

A molecular structure, C8H24FInO8 in a non-equilibrium geometry (ωB97M-V/def2-TZVPD, the OMol25 dataset).

Geometry as XYZ:
```
42
C8H24FInO8 | the OMol25 dataset | ωB97M-V/def2-TZVPD
In -3.654 2.705 0.958
F -0.416 -0.080 -1.003
C 1.137 6.142 0.786
C 0.346 7.265 1.402
O -0.831 6.821 2.019
O 0.248 5.429 -0.073
H 1.511 5.556 1.625
H 2.041 6.382 0.226
H 0.087 7.963 0.606
H 1.034 7.797 2.059
H -1.056 7.550 2.601
H 0.859 5.100 -0.735
C -1.387 -4.606 -2.970
C -0.306 -5.068 -1.967
O -0.160 -4.308 -0.765
O -0.986 -3.394 -3.667
H -2.396 -4.696 -2.566
H -1.382 -5.275 -3.831
H 0.633 -5.054 -2.520
H -0.500 -6.122 -1.771
H -0.143 -3.369 -0.967
H -0.994 -2.678 -3.028
C -4.503 -4.143 2.708
C -4.460 -4.690 4.251
O -4.916 -3.783 5.215
O -3.670 -3.021 2.664
H -5.512 -3.919 2.361
H -4.025 -4.824 2.005
H -3.457 -4.882 4.631
H -5.067 -5.594 4.302
H -5.398 -4.361 5.811
H -2.807 -3.296 2.345
C 5.701 2.267 -1.975
C 4.771 1.741 -3.102
O 3.389 2.033 -2.896
O 6.097 1.289 -1.034
H 5.243 3.089 -1.425
H 6.624 2.671 -2.390
H 4.790 0.653 -3.153
H 5.078 2.018 -4.111
H 2.960 1.390 -2.326
H 5.478 1.302 -0.300
```

Results
DFT total energy = -32927.87657 eV
Largest force on an atom = 2.521 eV/A
Charge = +2
Relative energy (zero: lowest compared OMol25 entry of this formula, charge and spin) = 109.1 kcal per mole
Kohn-Sham gap = 1.608 eV

Electronic structure analysis, Mulliken charges in units of e: 1.001, -0.422, -0.415, -0.440, -0.493, -0.480, 0.259, 0.385, 0.292, 0.353, 0.338, 0.324, -0.454, -0.243, -0.396, -0.389, 0.279, 0.344, 0.284, 0.356, 0.327, 0.337, -0.336, -0.311, -0.428, -0.434, 0.270, 0.301, 0.243, 0.381, 0.367, 0.335, -0.276, -0.291, -0.434, -0.432, 0.276, 0.302, 0.299, 0.344, 0.339, 0.337